Entry from the Open Molecules 2025 dataset: the molecule C15H28N2O3 (ωB97M-V/def2-TZVPD).

Output
- Energy above the lowest of the compared OMol25 structures with the same formula, charge and spin: 2.482 eV
- Calculated total energy: -25131.129 eV
- HOMO energy: -9.49 eV
- Gap between HOMO and LUMO: 10.3 eV

```
48
C15H28N2O3 | the Open Molecules 2025 dataset | ωB97M-V/def2-TZVPD
C 1.77069 6.90869 -3.53251
C 1.68889 6.18270 -2.20585
C 0.62659 5.08094 -2.31611
C 0.53399 4.23933 -1.06300
O -0.68211 3.46180 -1.03415
N -0.43483 2.06871 -1.06579
C -0.03913 1.36293 0.04346
O 0.59476 1.93818 0.92919
N -0.04096 0.01376 0.19491
C -0.85407 -0.87536 -0.47871
O -1.64953 -0.45385 -1.30182
C -0.78661 -2.43081 -0.31119
C 0.29462 -2.97832 -1.26167
C 1.71882 -2.47211 -1.11498
C -0.62151 -2.85758 1.15946
C -1.63284 -2.11581 2.09078
C -1.47598 -2.51803 3.54799
C -1.44011 -4.03634 3.79690
C -0.52065 -4.70586 2.82332
C -0.91044 -4.35535 1.39170
H 1.82666 6.20133 -4.37688
H 2.69406 7.46686 -3.55776
H 0.91940 7.56516 -3.70751
H 2.66256 5.72794 -1.98999
H 1.45755 6.92025 -1.40357
H -0.32386 5.64706 -2.51094
H 0.79233 4.44944 -3.18655
H 0.53541 4.91063 -0.19860
H 1.40884 3.58143 -1.00882
H -1.06035 1.54464 -1.62159
H 0.56230 -0.30152 0.90604
H -1.75407 -2.80524 -0.63863
H 0.22732 -4.07700 -1.23315
H 0.00854 -2.74472 -2.27713
H 2.13943 -2.76434 -0.12464
H 1.74475 -1.37346 -1.23726
H 2.38154 -2.94306 -1.84395
H 0.39012 -2.61711 1.47292
H -2.62877 -2.24771 1.73707
H -1.45889 -1.08168 1.99374
H -0.49408 -2.09482 3.91829
H -2.26202 -2.08172 4.18965
H -1.13746 -4.18135 4.83424
H -2.43735 -4.47761 3.67310
H 0.46645 -4.34256 2.98310
H -0.58737 -5.79748 2.96549
H -0.29460 -4.93919 0.74981
H -1.91805 -4.60178 1.20159
```


Entry from the Open Molecules 2025 dataset: a cluster of 2 separate species, C5H14 in total (ωB97M-V/def2-TZVPD).

Output
- Energy above the lowest of the compared OMol25 structures with the same formula, charge and spin: 2.235 eV
- Calculated total energy: -5409.815 eV
- HOMO energy: -10.54 eV
- Gap between HOMO and LUMO: 11.7 eV

```
19
C5H14 | the Open Molecules 2025 dataset | ωB97M-V/def2-TZVPD
C -0.19627 1.60906 -1.64568
C -1.31624 0.68036 -1.39245
C -1.82662 0.54847 0.07038
H 0.58813 1.72277 -0.77282
H -0.49559 2.55373 -1.95907
H 0.40023 1.30698 -2.44967
H -2.30867 0.79123 -1.90161
H -0.97250 -0.24659 -1.85061
H -1.66342 -0.51558 0.22233
H -1.28948 0.95200 0.99209
H -2.87330 0.63996 0.40184
C 1.34611 -1.76293 1.89546
C 1.60760 -0.79058 0.71778
H 0.54209 -1.37473 2.41427
H 1.05296 -2.77885 1.32507
H 2.04451 -1.85298 2.63401
H 0.99503 0.03735 0.57243
H 1.83041 -1.18231 -0.34977
H 2.53503 -0.33739 1.07602
```


Entry from the Open Molecules 2025 dataset: a structure of composition C46H36IrN7O5P (ωB97M-V/def2-TZVPD).

Output
- Energy above the lowest of the compared OMol25 structures with the same formula, charge and spin: 1.158 eV
- Calculated total energy: -81079.307 eV
- Expectation value of S²: 0.7546
- HOMO energy (alpha / beta): -6.30 / -6.89 eV
- Gap between HOMO and LUMO (alpha / beta): 5.1 / 5.6 eV
- Multiplicity: 2

```
96
C46H36IrN7O5P | the Open Molecules 2025 dataset | ωB97M-V/def2-TZVPD
Ir -0.22725 0.50786 0.43342
O -3.92830 -0.20807 1.47185
C -3.89651 0.94957 1.31913
O -2.62912 1.54685 0.94058
C -4.87779 2.05490 1.43121
C -6.19719 1.89133 1.81326
C -7.00518 3.01269 1.91534
C -6.50346 4.27641 1.62964
C -5.18292 4.43295 1.23065
C -4.38692 3.30776 1.13140
P -2.65680 3.11900 0.70674
C -2.35355 3.34212 -1.03209
C -1.39011 4.15038 -1.63018
C -1.26715 4.16028 -3.01023
C -2.09931 3.37875 -3.79708
C -3.07546 2.58492 -3.20834
C -3.20691 2.56946 -1.83319
C -1.58270 3.86339 1.90203
C -1.81905 3.42815 3.21019
C -1.08750 3.95731 4.25518
C -0.13666 4.93543 4.00573
C 0.08915 5.38177 2.71122
C -0.63052 4.85264 1.65523
H -6.57014 0.89581 2.02038
H -8.03819 2.90733 2.21834
H -7.15218 5.13734 1.71889
H -4.77898 5.41233 1.00541
H -0.72845 4.76496 -1.04733
H -0.50980 4.77971 -3.47055
H -1.98388 3.38373 -4.87246
H -3.73063 1.97767 -3.81845
H -3.96163 1.93695 -1.38034
H -2.54051 2.64471 3.40720
H -1.25073 3.59415 5.25991
H 0.43759 5.34889 4.82419
H 0.82951 6.14713 2.52122
H -0.43763 5.20544 0.65849
C 3.49025 -6.77069 -0.65945
O 3.15370 -5.45699 -0.25476
C 4.10780 -4.73193 0.39052
C 5.39841 -5.16703 0.64116
C 6.28968 -4.34578 1.32842
C 5.87776 -3.11167 1.79467
C 4.57635 -2.67881 1.55582
C 3.69479 -3.46252 0.82452
N 2.37150 -3.09087 0.54943
C 1.87910 -1.83453 0.26347
N 2.80046 -0.90865 -0.07463
C 2.69457 0.48073 -0.29844
C 1.52560 1.22982 -0.20403
C 1.62818 2.60491 -0.42507
C 2.83492 3.22485 -0.70406
C 3.99212 2.46518 -0.80241
C 3.91387 1.10295 -0.60911
O 5.06791 0.34740 -0.62266
C 5.26034 -0.45622 -1.79265
N 0.62150 -1.56711 0.29936
C -0.35577 -2.55475 0.53769
C -1.16229 -2.48951 1.66640
C -2.23213 -3.36346 1.83146
C -2.49095 -4.31962 0.86469
C -1.67586 -4.42061 -0.25818
C -0.60988 -3.54632 -0.42423
O 0.23944 -3.56109 -1.48489
C -0.04531 -4.45652 -2.54497
H 2.60529 -7.17478 -1.14104
H 3.75476 -7.39540 0.19707
H 4.31978 -6.76773 -1.37037
H 5.72378 -6.14202 0.30593
H 7.30255 -4.68607 1.50332
H 6.55191 -2.47912 2.35733
H 4.23409 -1.73752 1.96817
H 1.72098 -3.84718 0.41632
H 3.75542 -1.22734 -0.05126
H 0.73110 3.20973 -0.36020
H 2.87962 4.30080 -0.83161
H 4.95345 2.91557 -1.01456
H 6.04082 -0.01410 -2.41369
H 4.34201 -0.53786 -2.37593
H 5.58611 -1.44918 -1.47795
H -0.94136 -1.73029 2.40917
H -2.86577 -3.27529 2.70549
H -3.34041 -4.98389 0.96380
H -1.88901 -5.17652 -1.00080
H 0.68954 -4.25074 -3.31758
H -1.04853 -4.29252 -2.94513
H 0.04787 -5.49763 -2.22124
N -1.28635 0.07436 -1.28944
C -1.46681 -0.25437 -2.38282
C -1.67864 -0.64720 -3.70209
C -0.72060 -0.24127 -4.67215
N 0.05808 0.11115 -5.44976
C -2.83859 -1.36437 -4.08394
N -3.78487 -1.95004 -4.39737
N 0.11682 0.94413 3.56844
C 0.06776 0.77359 2.41924
```


Entry from the Open Molecules 2025 dataset: a structure of composition C12H19AsBF4N2ORhS4 (ωB97M-V/def2-TZVPD).

Output
- Calculated total energy: -136518.036 eV
- HOMO energy: -1.61 eV
- Gap between HOMO and LUMO: 5.9 eV
- Net charge: -2

```
45
C12H19AsBF4N2ORhS4 | the Open Molecules 2025 dataset | ωB97M-V/def2-TZVPD
Rh 0.49931 0.80622 -0.41948
S -0.39519 2.35502 1.07982
C -1.01519 2.90852 -0.41918
S -0.39439 2.35372 -1.91748
C -2.16019 3.93122 -0.41998
C -2.71089 4.42092 0.79112
N -3.21719 4.87132 1.73522
C -2.70779 4.42262 -1.63178
N -3.21159 4.87452 -2.57648
C -3.31229 -1.43788 1.00672
C -2.29929 -0.87078 1.98932
As -0.45769 -0.85088 1.23762
C 0.46841 -0.05818 2.81702
C 0.14151 -0.70328 4.16072
C 0.04621 -2.74278 1.55842
C -0.27169 -3.61058 0.34752
H -4.32979 -1.36808 1.44582
H -3.10559 -2.50238 0.80082
H -3.29019 -0.86128 0.05812
H -2.33849 -1.46058 2.92642
H -2.58149 0.18102 2.21042
H 0.20711 1.01982 2.86582
H 1.56121 -0.14288 2.63812
H -0.92889 -0.57608 4.41292
H 0.73291 -0.20268 4.95612
H 0.40651 -1.77888 4.16072
H -0.46199 -3.13528 2.46142
H 1.14471 -2.78088 1.71532
H -1.35459 -3.62538 0.12992
H 0.06021 -4.65288 0.53972
H 0.26761 -3.22488 -0.54548
F -0.21129 -0.42408 -1.64978
B -0.76089 -1.37628 -2.60108
F -1.74239 -0.70988 -3.44158
F -1.39929 -2.46648 -1.88168
F 0.30931 -1.90448 -3.43138
C 5.54941 1.85632 -3.72698
O 4.41971 1.73222 -2.88128
C 3.52071 0.74102 -3.08998
S 3.68981 -0.37898 -4.34058
S 2.27291 0.80622 -1.95718
H 6.13051 2.71532 -3.37658
H 5.25731 2.06582 -4.76108
H 6.20071 0.97872 -3.66048
H 1.77231 0.80622 0.68412
```


Entry from the Open Molecules 2025 dataset: a cluster of 2 separate species, C3H4ClF in total (ωB97M-V/def2-TZVPD).

Output
- Energy above the lowest of the compared OMol25 structures with the same formula, charge and spin: 1.428 eV
- Calculated total energy: -18413.646 eV
- HOMO energy: -10.06 eV
- Gap between HOMO and LUMO: 10.8 eV

```
9
C3H4ClF | the Open Molecules 2025 dataset | ωB97M-V/def2-TZVPD
C -1.66868 0.34431 -0.65206
C -0.70250 -0.28266 -0.06457
C 0.25065 -0.92804 0.53482
F 1.12437 -1.71384 -0.13673
H -2.63877 -0.11273 -0.77962
H -1.55331 1.34512 -1.03768
H 0.45791 -0.92555 1.59383
Cl 2.97780 1.09781 0.08636
H 1.75254 1.17558 0.45564
```


Entry from the Open Molecules 2025 dataset: a structure of composition C37H43Br2IrN3O4Sb2 (ωB97M-V/def2-TZVPD).

Output
- Energy above the lowest of the compared OMol25 structures with the same formula, charge and spin: 2.195 eV
- Calculated total energy: -207711.275 eV
- Expectation value of S²: 0.7524
- HOMO energy (alpha / beta): -12.79 / -12.67 eV
- Gap between HOMO and LUMO (alpha / beta): 5.8 / 5.7 eV
- Multiplicity: 2
- Net charge: +2

```
92
C37H43Br2IrN3O4Sb2 | the Open Molecules 2025 dataset | ωB97M-V/def2-TZVPD
Ir -1.62616 1.11071 -0.96459
C 1.17422 -5.00835 -0.65782
Sb 0.40671 -3.61411 0.74664
C -0.77300 -5.02935 1.82639
C 4.05005 -3.19415 2.74468
C 3.11548 -3.17518 3.71950
C 2.56326 -4.43452 4.18161
C 1.56251 -4.45990 5.08429
C 1.06028 -3.22379 5.58715
C 1.55084 -2.00800 5.19285
C 2.60784 -1.91806 4.26842
C 3.10622 -0.64537 3.85101
Sb 2.03078 -0.10152 1.90512
C 2.19347 2.00890 2.25781
C 0.05347 -0.24508 2.70105
H 0.43897 -5.78070 -0.87520
H 2.07726 -5.47660 -0.26262
H 1.43717 -4.47407 -1.56950
H -0.13671 -5.84986 2.16411
H -1.53813 -5.44203 1.16931
H -1.25053 -4.57039 2.69030
H 4.48072 -2.29466 2.32684
H 4.40049 -4.13548 2.33914
H 2.98170 -5.34722 3.77610
H 1.14449 -5.39132 5.43789
H 0.26498 -3.25062 6.32232
H 1.14552 -1.09933 5.61727
H 4.15193 -0.62033 3.56246
H 2.85486 0.16777 4.52597
H 2.47953 2.22057 3.28725
H 1.22215 2.46626 2.07056
H 2.92892 2.45073 1.58810
H -0.09868 0.49466 3.48718
H -0.14621 -1.24421 3.08479
H -0.63774 -0.07084 1.87664
O -1.10824 -3.18571 -0.56361
C -1.49024 -1.96152 -0.73751
O -1.54870 -1.11745 0.15548
C -1.84162 -1.59157 -2.14493
C -1.20294 -2.18569 -3.22146
C -1.43632 -1.70313 -4.50201
C -2.30261 -0.63672 -4.72026
C -2.97288 -0.06778 -3.65169
C -2.74413 -0.54348 -2.35909
H -0.50004 -2.98816 -3.04968
H -0.92154 -2.15152 -5.34224
H -2.46366 -0.26824 -5.72426
H -3.68712 0.72947 -3.81093
H -3.42710 -0.27696 -1.55419
N -3.39644 2.05697 -0.92651
C -4.29477 2.78525 -0.97874
N -5.31446 3.58803 -1.00579
C -5.11928 5.04942 -0.89348
C -5.43504 5.72272 -2.21982
C -6.82560 5.32334 -2.70991
C -6.95057 3.80594 -2.82576
C -6.63379 3.13704 -1.49731
H -4.09718 5.23182 -0.56386
H -5.79421 5.40219 -0.10979
H -4.68188 5.43374 -2.95924
H -5.36281 6.80375 -2.09354
H -7.03424 5.79280 -3.67062
H -7.57888 5.69751 -2.00907
H -6.26250 3.43172 -3.59017
H -7.95708 3.52028 -3.13370
H -6.61995 2.05074 -1.56604
H -7.36807 3.41635 -0.73802
Br -0.56484 2.27013 -3.51841
C 0.75692 1.00649 -4.08666
C 1.09833 1.13203 -5.42738
C 2.02470 0.27302 -5.99333
C 2.60624 -0.72082 -5.21823
C 2.24468 -0.84358 -3.89086
C 1.31834 0.01320 -3.28840
C 0.97327 -0.28114 -1.85001
O 1.29910 -1.35800 -1.36524
O 0.38733 0.66682 -1.18749
H 0.63685 1.90670 -6.02353
H 2.28724 0.38508 -7.03670
H 3.33514 -1.39508 -5.64671
H 2.67535 -1.61747 -3.27095
Br 0.36006 6.14980 2.92177
C -0.15345 4.69247 1.86489
C -1.22819 3.89860 2.24321
C -1.58326 2.84130 1.43326
N -0.92050 2.54816 0.30234
C 0.13403 3.30108 -0.04520
C 0.54117 4.38548 0.70626
H -1.78383 4.09714 3.14807
H -2.41371 2.19509 1.68061
H 0.64402 3.00317 -0.94934
H 1.38925 4.97283 0.38544
```


Entry from the Open Molecules 2025 dataset: a structure of composition CH4BF (ωB97M-V/def2-TZVPD).

Output
- Energy above the lowest of the compared OMol25 structures with the same formula, charge and spin: 1.456 eV
- Calculated total energy: -4492.760 eV
- HOMO energy: -12.03 eV
- Gap between HOMO and LUMO: 11.8 eV

```
7
CH4BF | the Open Molecules 2025 dataset | ωB97M-V/def2-TZVPD
B 0.70251 -0.64374 -0.03379
C -0.31215 0.49950 -0.08134
F -1.99230 -0.11841 0.03005
H 0.28621 -1.71508 0.02694
H 1.95185 -0.39600 0.13782
H -0.22806 1.30581 -0.82837
H -0.40806 1.06792 0.74868
```


Entry from the Open Molecules 2025 dataset: the molecule C4H5BrCl2 (ωB97M-V/def2-TZVPD).

Output
- Energy above the lowest of the compared OMol25 structures with the same formula, charge and spin: 1.616 eV
- Calculated total energy: -99313.739 eV
- HOMO energy (alpha / beta): -8.24 / -7.98 eV
- Gap between HOMO and LUMO (alpha / beta): 8.2 / 7.7 eV

```
12
C4H5BrCl2 | the Open Molecules 2025 dataset | ωB97M-V/def2-TZVPD
C -0.55413 0.73752 0.78907
C -0.28839 0.46310 -0.64873
C 0.66569 0.21315 1.53554
C -0.39515 -0.90326 -1.20106
Cl 0.92526 -1.48465 1.53722
Cl 2.11354 1.13119 1.42667
Br 0.89057 1.63257 -1.53606
H -0.65710 1.80157 0.99674
H -1.43914 0.20303 1.13311
H 0.50642 -1.50165 -1.00590
H -0.53271 -0.86875 -2.28087
H -1.23484 -1.42382 -0.74573
```


Quick rundown of max |F|, same order as above: 4.898; 6.275; 1.502; 6.635; 0.403; 0.810; 4.344; 0.664 eV Å⁻¹